Computed, not measured: 6 unconnected molecules or ions with the total composition C37H51ClN2O24S2, with ωB97M-V with the def2-TZVPD basis set.

Geometry as XYZ:
```
117
C37H51ClN2O24S2 ωB97M-V with the def2-TZVPD basis set
C -1.95 -0.91 4.53
S -0.39 -0.58 3.70
O 0.64 -0.70 4.70
O -0.19 -1.62 2.71
C -0.33 1.06 2.98
C 0.78 1.81 3.33
C 0.88 3.05 2.81
C -0.11 3.60 1.99
C -1.22 2.87 1.65
C -2.29 3.47 0.77
C -3.00 4.69 1.41
O -3.64 5.40 0.36
C -4.00 4.28 2.49
N -5.21 3.62 1.95
C -1.30 1.57 2.16
C -2.50 0.71 1.76
C -2.39 0.39 0.22
C -2.04 -1.10 -0.07
S -0.51 -1.20 -0.98
O -0.37 -2.51 -1.56
O -0.45 -0.20 -2.00
O 0.67 -0.89 0.05
C 0.32 5.01 1.58
O -0.25 5.88 0.97
N 1.59 5.11 2.15
C 2.51 6.16 1.75
C 2.79 6.08 0.23
O 2.25 6.80 -0.56
Cl 3.94 4.86 -0.39
C 1.99 4.09 3.00
O 2.95 4.06 3.73
H -2.50 -1.62 3.91
H -2.56 0.01 4.55
H -1.79 -1.34 5.52
H 1.56 1.44 3.98
H -3.08 2.76 0.51
H -1.81 3.77 -0.17
H -2.28 5.37 1.89
H -2.93 5.58 -0.27
H -3.55 3.63 3.25
H -4.33 5.20 3.00
H -4.99 3.16 1.05
H -5.48 2.92 2.63
H -3.42 1.27 1.92
H -2.51 -0.24 2.28
H -3.29 0.70 -0.32
H -1.57 1.00 -0.17
H -2.05 -1.70 0.84
H -2.82 -1.49 -0.72
H 0.83 -1.75 0.50
H 2.00 7.12 1.88
H 3.44 6.14 2.31
C 1.63 -7.44 0.05
C 1.19 -6.26 0.88
C 1.51 -4.92 0.28
O 1.60 -4.08 1.44
C 1.99 -4.88 2.47
O 2.34 -4.49 3.53
O 1.91 -6.19 2.12
H 1.00 -7.55 -0.84
H 2.67 -7.32 -0.28
H 1.58 -8.35 0.63
H 0.12 -6.35 1.12
H 0.73 -4.55 -0.39
H 2.47 -4.89 -0.23
C -0.86 1.36 -4.61
C -0.88 0.48 -5.84
C -0.21 1.07 -7.05
O -0.90 0.41 -8.12
C -2.14 0.10 -7.66
O -3.03 -0.28 -8.35
O -2.22 0.29 -6.32
H 0.14 1.41 -4.18
H -1.18 2.38 -4.86
H -1.54 0.98 -3.86
H -0.47 -0.50 -5.59
H 0.86 0.87 -7.09
H -0.37 2.15 -7.15
C 9.20 5.43 -1.10
C 8.68 4.03 -0.88
C 8.94 3.08 -2.02
O 7.87 2.14 -1.87
C 6.84 2.80 -1.28
O 5.74 2.38 -1.19
O 7.25 4.01 -0.82
H 10.29 5.46 -1.03
H 8.91 5.81 -2.08
H 8.78 6.12 -0.36
H 9.06 3.64 0.07
H 9.91 2.58 -1.95
H 8.85 3.55 -3.00
C 2.07 -11.61 3.79
C 2.37 -11.95 2.35
C 3.81 -11.78 1.95
O 3.70 -11.53 0.54
C 2.48 -10.96 0.33
O 2.13 -10.45 -0.68
O 1.71 -11.05 1.45
H 2.48 -12.36 4.46
H 2.50 -10.64 4.06
H 1.00 -11.53 3.95
H 2.01 -12.96 2.13
H 4.42 -12.66 2.14
H 4.28 -10.91 2.41
C -9.19 4.41 -1.92
C -7.69 4.28 -1.99
C -7.19 3.41 -3.11
O -5.94 2.95 -2.59
C -6.05 2.94 -1.24
O -5.27 2.42 -0.50
O -7.17 3.57 -0.84
H -9.56 5.05 -2.72
H -9.67 3.44 -1.99
H -9.49 4.85 -0.96
H -7.22 5.27 -2.01
H -7.04 3.96 -4.04
H -7.82 2.55 -3.30
```

As for the highest occupied orbital energy: -8.9 eV. Its spin multiplicity is 1. Its gap between HOMO and LUMO is 8.044 eV. The SMILES is CS(=O)(=O)c1cc2c(c(C[C@@H](O)CN)c1CCCS(=O)(=O)O)C(=O)N(CC(=O)Cl)C2=O.C[C@@H]1COC(=O)O1.C[C@@H]1COC(=O)O1.C[C@@H]1COC(=O)O1.C[C@@H]1COC(=O)O1.C[C@@H]1COC(=O)O1. The molar mass is 1007.39 g mol⁻¹. The calculation puts the LUMO energy at -0.9 eV.